{"formula": "C9H27N9O18", "method": "ωB97M-V/def2-TZVPD", "spin_multiplicity": 1, "homo_energy_ev": -10.74, "energy_ha": -2205.3515, "fmax_ev_per_a": 2.92, "e_above_lowest_kj_mol": 120.5, "gap_ev": 10.613, "symbols": ["C", "N", "O", "O", "H", "H", "H", "C", "N", "O", "O", "H", "H", "H", "C", "N", "O", "O", "H", "H", "H", "C", "N", "O", "O", "H", "H", "H", "C", "N", "O", "O", "H", "H", "H", "C", "N", "O", "O", "H", "H", "H", "C", "N", "O", "O", "H", "H", "H", "C", "N", "O", "O", "H", "H", "H", "C", "N", "O", "O", "H", "H", "H"], "xyz": [[-0.419, -0.018, -4.806], [0.899, 0.680, -4.990], [0.932, 1.882, -5.116], [1.828, -0.076, -4.942], [-0.402, -0.872, -5.503], [-1.192, 0.705, -5.115], [-0.398, -0.306, -3.740], [0.127, 0.810, 0.459], [1.050, 0.856, -0.665], [2.105, 1.417, -0.575], [0.748, 0.305, -1.718], [0.358, 1.623, 1.201], [0.154, -0.173, 0.876], [-0.845, 1.159, 0.077], [-3.346, 2.686, 5.152], [-2.882, 4.078, 4.791], [-1.823, 4.466, 5.250], [-3.569, 4.670, 4.029], [-3.067, 2.029, 4.306], [-4.369, 2.600, 5.404], [-2.905, 2.357, 6.142], [0.409, -3.866, -2.129], [0.368, -3.552, -0.673], [-0.322, -2.563, -0.346], [1.088, -4.166, 0.063], [0.372, -2.929, -2.636], [-0.423, -4.508, -2.332], [1.359, -4.337, -2.282], [3.405, -3.020, 2.092], [2.674, -1.996, 2.934], [2.966, -1.860, 4.087], [1.817, -1.291, 2.314], [3.035, -2.909, 1.085], [3.256, -4.048, 2.551], [4.517, -2.769, 2.109], [-3.140, -1.436, -0.266], [-3.047, -0.838, -1.668], [-2.579, -1.518, -2.560], [-3.427, 0.297, -1.823], [-3.652, -2.370, -0.339], [-3.731, -0.710, 0.350], [-2.088, -1.591, -0.038], [3.850, -1.067, -2.917], [4.385, -1.569, -1.611], [3.633, -2.389, -1.003], [5.425, -1.109, -1.176], [4.677, -0.816, -3.585], [3.322, -0.206, -2.586], [3.222, -1.672, -3.501], [-1.895, 4.658, -2.527], [-0.937, 4.817, -1.377], [-0.428, 5.873, -1.155], [-0.632, 3.769, -0.793], [-2.456, 3.718, -2.462], [-1.376, 4.873, -3.479], [-2.640, 5.437, -2.394], [-0.113, -0.400, 4.700], [-1.240, -0.457, 3.673], [-1.752, -1.557, 3.402], [-1.443, 0.600, 3.112], [0.719, -0.818, 4.143], [-0.287, -1.156, 5.449], [0.126, 0.576, 5.080]]}



{"formula": "C3H3Br2P", "method": "ωB97M-V/def2-TZVPD", "spin_multiplicity": 1, "homo_energy_ev": [-8.48, -8.48], "energy_ha": -5605.3803, "fmax_ev_per_a": 3.98, "e_above_lowest_kj_mol": 216.8, "gap_ev": [7.502, 7.500], "symbols": ["C", "C", "C", "P", "Br", "Br", "H", "H", "H"], "xyz": [[-1.052, -1.236, 0.957], [-1.162, -0.278, 0.204], [-0.839, 0.732, -0.663], [1.744, 0.046, -1.025], [2.763, 1.519, 0.528], [1.535, -1.808, 0.112], [-1.342, -1.659, 1.879], [-0.935, 0.904, -1.790], [-0.712, 1.781, -0.202]]}



{"formula": "H22HeO11", "method": "ωB97M-V/def2-TZVPD", "spin_multiplicity": 1, "homo_energy_ev": -10.19, "energy_ha": -843.7090, "fmax_ev_per_a": 1.27, "e_above_lowest_kj_mol": 154.3, "gap_ev": 10.093, "symbols": ["He", "O", "H", "H", "O", "H", "H", "O", "H", "H", "O", "H", "H", "O", "H", "H", "O", "H", "H", "O", "H", "H", "O", "H", "H", "O", "H", "H", "O", "H", "H", "O", "H", "H"], "xyz": [[0.503, -0.249, 0.043], [2.708, 1.494, 1.616], [2.556, 1.286, 0.694], [1.929, 1.980, 1.884], [-2.766, -1.689, -2.176], [-3.604, -2.147, -2.126], [-2.231, -2.090, -1.491], [-3.439, 0.110, 1.749], [-2.923, 0.753, 1.263], [-3.999, -0.298, 1.088], [3.210, -2.913, -0.657], [4.089, -3.290, -0.678], [3.309, -2.102, -0.158], [0.748, 0.162, -3.269], [0.289, -0.659, -3.448], [1.168, 0.021, -2.420], [-0.852, 2.127, -3.758], [-0.257, 1.493, -3.358], [-1.659, 1.636, -3.911], [-0.868, -3.352, 0.696], [-1.611, -3.861, 0.369], [-1.153, -3.034, 1.552], [2.963, 0.863, -1.337], [2.781, 1.689, -1.785], [3.405, 0.325, -1.995], [-0.065, -0.180, 3.909], [0.573, -0.663, 4.435], [-0.609, -0.858, 3.509], [0.457, 2.436, 2.736], [-0.163, 2.424, 2.006], [0.483, 1.530, 3.044], [-1.422, 2.042, 0.700], [-1.705, 2.457, -0.115], [-1.846, 2.554, 1.389]]}



{"formula": "C19H36O2", "method": "ωB97M-V/def2-TZVPD", "spin_multiplicity": 1, "homo_energy_ev": -8.82, "energy_ha": -895.3455, "fmax_ev_per_a": 18.16, "e_above_lowest_kj_mol": 1844.7, "gap_ev": 9.631, "symbols": ["C", "C", "C", "C", "C", "C", "C", "H", "H", "C", "C", "C", "C", "H", "H", "C", "C", "C", "C", "C", "C", "C", "O", "O", "C", "H", "H", "H", "H", "H", "H", "H", "H", "H", "H", "H", "H", "H", "H", "H", "H", "H", "H", "H", "H", "H", "H", "H", "H", "H", "H", "H", "H", "H", "H", "H", "H"], "xyz": [[-6.281, -3.410, 0.800], [-6.515, -2.808, -0.643], [-6.680, -1.189, -0.616], [-5.487, -0.566, -0.304], [-5.705, 0.802, -0.515], [-4.553, 1.681, 0.129], [-3.398, 1.474, -0.698], [-3.005, 0.581, -0.986], [-3.667, 1.886, -1.976], [-2.084, 2.440, -0.466], [-1.670, 2.337, 0.929], [-0.912, 1.223, 1.103], [-0.203, -0.049, 0.138], [-0.408, 0.509, -0.744], [-0.711, -0.854, 0.299], [1.216, -0.050, 0.572], [2.061, 1.108, 0.141], [3.476, 1.181, 0.516], [4.408, 0.336, -0.466], [5.768, 0.347, 0.019], [6.544, -0.719, -1.022], [7.940, -0.488, -0.453], [8.822, 0.280, -1.093], [8.340, -1.343, 0.576], [9.752, -1.147, 0.593], [9.943, -2.023, 1.625], [9.990, -0.497, 1.196], [10.466, -1.389, -0.022], [6.181, -1.763, -0.586], [6.480, -0.550, -1.921], [6.180, 1.415, -0.364], [5.932, 0.074, 0.836], [4.171, 0.475, -1.441], [3.926, -0.909, -0.220], [3.901, 2.164, 0.278], [3.673, 1.197, 1.531], [1.585, 2.103, 0.458], [1.906, 1.489, -0.713], [1.474, -0.230, 1.505], [1.529, -0.710, -0.083], [-0.439, 0.894, 2.398], [-2.104, 2.843, 1.953], [-1.425, 2.326, -1.165], [-2.487, 3.390, -0.442], [-4.312, 1.512, 1.010], [-4.604, 2.764, 0.116], [-5.908, 1.147, -1.345], [-6.440, 1.115, 0.315], [-4.747, -0.759, -1.090], [-5.331, -0.724, 0.776], [-7.188, -0.889, -1.605], [-7.567, -0.984, 0.111], [-5.695, -2.987, -1.456], [-7.532, -3.324, -0.905], [-5.245, -3.136, 1.184], [-7.041, -3.041, 1.662], [-6.325, -4.557, 0.573]]}



Which formula does entry 2 have? C3H3Br2P



Copy entry 1 word for word.
{"formula": "C9H27N9O18", "method": "ωB97M-V/def2-TZVPD", "spin_multiplicity": 1, "homo_energy_ev": -10.74, "energy_ha": -2205.3515, "fmax_ev_per_a": 2.92, "e_above_lowest_kj_mol": 120.5, "gap_ev": 10.613, "symbols": ["C", "N", "O", "O", "H", "H", "H", "C", "N", "O", "O", "H", "H", "H", "C", "N", "O", "O", "H", "H", "H", "C", "N", "O", "O", "H", "H", "H", "C", "N", "O", "O", "H", "H", "H", "C", "N", "O", "O", "H", "H", "H", "C", "N", "O", "O", "H", "H", "H", "C", "N", "O", "O", "H", "H", "H", "C", "N", "O", "O", "H", "H", "H"], "xyz": [[-0.419, -0.018, -4.806], [0.899, 0.680, -4.990], [0.932, 1.882, -5.116], [1.828, -0.076, -4.942], [-0.402, -0.872, -5.503], [-1.192, 0.705, -5.115], [-0.398, -0.306, -3.740], [0.127, 0.810, 0.459], [1.050, 0.856, -0.665], [2.105, 1.417, -0.575], [0.748, 0.305, -1.718], [0.358, 1.623, 1.201], [0.154, -0.173, 0.876], [-0.845, 1.159, 0.077], [-3.346, 2.686, 5.152], [-2.882, 4.078, 4.791], [-1.823, 4.466, 5.250], [-3.569, 4.670, 4.029], [-3.067, 2.029, 4.306], [-4.369, 2.600, 5.404], [-2.905, 2.357, 6.142], [0.409, -3.866, -2.129], [0.368, -3.552, -0.673], [-0.322, -2.563, -0.346], [1.088, -4.166, 0.063], [0.372, -2.929, -2.636], [-0.423, -4.508, -2.332], [1.359, -4.337, -2.282], [3.405, -3.020, 2.092], [2.674, -1.996, 2.934], [2.966, -1.860, 4.087], [1.817, -1.291, 2.314], [3.035, -2.909, 1.085], [3.256, -4.048, 2.551], [4.517, -2.769, 2.109], [-3.140, -1.436, -0.266], [-3.047, -0.838, -1.668], [-2.579, -1.518, -2.560], [-3.427, 0.297, -1.823], [-3.652, -2.370, -0.339], [-3.731, -0.710, 0.350], [-2.088, -1.591, -0.038], [3.850, -1.067, -2.917], [4.385, -1.569, -1.611], [3.633, -2.389, -1.003], [5.425, -1.109, -1.176], [4.677, -0.816, -3.585], [3.322, -0.206, -2.586], [3.222, -1.672, -3.501], [-1.895, 4.658, -2.527], [-0.937, 4.817, -1.377], [-0.428, 5.873, -1.155], [-0.632, 3.769, -0.793], [-2.456, 3.718, -2.462], [-1.376, 4.873, -3.479], [-2.640, 5.437, -2.394], [-0.113, -0.400, 4.700], [-1.240, -0.457, 3.673], [-1.752, -1.557, 3.402], [-1.443, 0.600, 3.112], [0.719, -0.818, 4.143], [-0.287, -1.156, 5.449], [0.126, 0.576, 5.080]]}